A cluster of 2 separate species, C2HCl2N in total at a distorted geometry. Source: the OMol25 dataset; level of theory: the ωB97M-V functional and the def2-TZVPD basis.

Calculated values
ΔE to the lowest compared entry with this formula, charge and spin = 132.40 kcal/mol
total energy = -28618.610 eV
total charge = 0
frontier orbital gap (spin up / spin down) = 0.3164 / 0.3131 Eh

The geometry in XYZ format:
```
6
Properties=species:S:1:pos:R:3:forces:R:3
Cl 2.877467 -0.805809 1.305260 0.1 0.1 0.2
Cl 3.632347 -1.059585 -2.345210 -0.8 0.1 -1.1
N 4.537296 -1.152161 -1.092983 1.0 -0.1 0.9
C 0.280330 -0.199482 0.397138 0.3 0.6 0.1
C 1.401785 -0.354348 0.770491 0.7 -0.7 0.3
H -0.590541 0.314875 0.163788 -1.2 0.1 -0.4
```
Positions in Å, forces in eV/Å.